Entry 1:
DFT (ωB97M-V/def2-TZVPD) results for a molecular structure, C39H56AsN5O5PSSiTi at a distorted geometry.

Structure (XYZ):
```
110
C39H56AsN5O5PSSiTi ωB97M-V/def2-TZVPD
Ti -1.389 0.615 0.244
N -0.749 4.152 1.732
N -1.438 4.763 0.680
C -1.947 3.984 -0.306
N -2.678 4.603 -1.246
N -1.626 2.707 -0.329
N -2.458 1.818 -1.054
O -3.575 2.072 -1.536
O -1.649 0.872 -1.635
H -0.937 4.653 2.588
H 0.247 4.105 1.542
H -1.260 5.732 0.469
H -3.076 5.499 -1.014
H -3.239 4.002 -1.842
C -4.662 0.172 2.948
C -4.455 0.705 1.536
C -4.125 2.185 1.613
C -5.657 0.439 0.648
O -3.287 -0.001 0.930
Si -3.150 -1.679 0.568
S -1.061 -1.733 0.614
O -3.863 -1.848 -0.852
C -3.769 -2.551 -2.110
C -3.022 -1.656 -3.086
C -3.036 -3.869 -1.912
C -5.201 -2.783 -2.562
O -3.937 -2.453 1.735
C -3.746 -3.619 2.564
C -2.843 -3.215 3.723
C -5.130 -4.014 3.052
C -3.121 -4.741 1.749
H -5.490 0.717 3.402
H -3.773 0.339 3.560
H -4.899 -0.887 2.951
H -4.884 2.671 2.227
H -4.145 2.656 0.635
H -3.161 2.354 2.103
H -6.522 0.984 1.030
H -5.904 -0.623 0.646
H -5.457 0.763 -0.372
H -1.977 -1.552 -2.792
H -3.470 -0.664 -3.113
H -3.058 -2.088 -4.088
H -2.049 -3.698 -1.480
H -2.903 -4.368 -2.873
H -3.604 -4.537 -1.263
H -5.718 -1.830 -2.679
H -5.738 -3.383 -1.825
H -5.219 -3.308 -3.517
H -3.309 -2.420 4.309
H -1.882 -2.858 3.345
H -2.661 -4.065 4.383
H -5.580 -3.201 3.624
H -5.071 -4.893 3.695
H -5.777 -4.245 2.206
H -2.141 -4.450 1.367
H -3.768 -5.012 0.915
H -2.991 -5.626 2.374
C 3.460 1.980 0.616
C 4.326 0.800 0.205
As 6.237 1.338 0.146
C 5.999 2.591 -1.334
C 6.294 3.933 -1.119
C 6.078 4.874 -2.121
C 5.567 4.473 -3.345
C 5.275 3.132 -3.570
C 5.490 2.198 -2.570
C 6.887 -0.186 -0.885
C 7.959 -0.008 -1.756
C 8.484 -1.081 -2.459
C 7.947 -2.351 -2.296
C 6.884 -2.539 -1.426
C 6.358 -1.463 -0.724
P 1.619 1.833 0.586
C 1.135 0.863 2.069
C -0.167 0.972 2.566
C -0.562 0.343 3.743
C 0.352 -0.405 4.459
C 1.652 -0.525 3.989
C 2.039 0.097 2.814
C 1.390 0.641 -0.791
C 1.649 -0.729 -0.667
C 1.722 -1.531 -1.794
C 1.566 -0.967 -3.052
C 1.320 0.391 -3.191
C 1.227 1.193 -2.065
H 3.628 2.792 -0.100
H 3.737 2.394 1.591
H 4.057 0.467 -0.797
H 4.225 -0.059 0.868
H 6.701 4.251 -0.166
H 6.317 5.915 -1.945
H 5.405 5.199 -4.131
H 4.888 2.816 -4.531
H 5.276 1.151 -2.759
H 8.386 0.979 -1.899
H 9.315 -0.925 -3.135
H 8.357 -3.189 -2.843
H 6.462 -3.527 -1.291
H 5.527 -1.638 -0.049
H -0.906 1.644 2.093
H -1.585 0.439 4.081
H 0.061 -0.888 5.383
H 2.376 -1.106 4.547
H 3.063 0.001 2.483
H 1.781 -1.164 0.315
H 1.907 -2.592 -1.691
H 1.632 -1.592 -3.934
H 1.189 0.821 -4.175
H 1.006 2.249 -2.166
```

LUMO level (alpha / beta) in eV: -3.123 / -3.126
Strongest force on any atom in eV/Å: 2.21
Frontier orbital gap (alpha / beta) in eV: 7.155 / 7.152
Charge: +1


Entry 2:
DFT (ωB97M-V/def2-TZVPD) results for a molecular structure, C39H57CoF3N5OP2Si2 at a distorted geometry.

Structure (XYZ):
```
110
C39H57CoF3N5OP2Si2 ωB97M-V/def2-TZVPD
Co -1.137 0.126 0.106
C -2.917 2.665 2.570
Si -1.566 1.441 3.125
C -0.177 2.472 3.909
C -2.446 0.328 4.374
N -0.834 0.514 1.837
P 0.918 -0.053 1.864
C 0.872 0.112 0.109
P 0.686 -0.386 -1.538
N -0.869 -0.091 -1.881
Si -1.625 0.250 -3.408
C -1.421 2.091 -3.809
C -3.468 -0.148 -3.421
C -0.996 -0.705 -4.923
C 1.785 0.706 -2.518
C 2.063 0.440 -3.857
C 2.685 1.392 -4.648
C 3.047 2.617 -4.105
C 2.836 2.863 -2.755
C 2.211 1.911 -1.965
C 1.183 -2.019 -2.160
C 0.229 -2.894 -2.663
C 0.624 -4.097 -3.228
C 1.969 -4.437 -3.266
C 2.923 -3.574 -2.741
C 2.534 -2.365 -2.190
C 0.525 -1.370 3.131
C 0.838 -1.014 4.443
C 0.612 -1.890 5.493
C 0.067 -3.143 5.252
C -0.209 -3.522 3.947
C 0.030 -2.647 2.897
C 2.708 -0.806 1.849
C 3.732 -0.316 2.650
C 4.952 -0.978 2.722
C 5.159 -2.140 1.993
C 4.142 -2.638 1.188
C 2.926 -1.975 1.125
H -2.732 3.651 3.004
H -3.885 2.320 2.934
H -3.009 2.768 1.489
H -0.506 3.492 4.118
H 0.666 2.522 3.219
H 0.171 2.041 4.851
H -3.008 0.951 5.075
H -1.773 -0.311 4.942
H -3.159 -0.310 3.846
H -2.039 2.703 -3.149
H -1.740 2.297 -4.834
H -0.381 2.417 -3.713
H -4.047 0.511 -2.776
H -3.671 -1.174 -3.112
H -3.833 -0.024 -4.444
H 0.019 -0.445 -5.218
H -1.647 -0.454 -5.763
H -1.042 -1.786 -4.785
H 1.805 -0.526 -4.270
H 2.892 1.175 -5.689
H 3.507 3.370 -4.732
H 3.169 3.799 -2.322
H 2.078 2.063 -0.898
H -0.814 -2.608 -2.615
H -0.116 -4.773 -3.638
H 2.278 -5.376 -3.707
H 3.973 -3.836 -2.777
H 3.273 -1.680 -1.792
H 1.269 -0.037 4.638
H 0.858 -1.593 6.505
H -0.125 -3.819 6.075
H -0.605 -4.512 3.745
H -0.155 -2.958 1.883
H 3.569 0.588 3.226
H 5.745 -0.587 3.348
H 6.107 -2.660 2.056
H 4.298 -3.544 0.613
H 2.126 -2.377 0.510
C -0.906 5.149 -1.331
C -0.344 4.869 0.065
C -0.992 5.816 1.071
C 1.172 5.081 0.072
N -0.604 3.487 0.534
N -0.848 2.479 -0.426
H -0.752 6.198 -1.586
H -1.980 4.950 -1.364
H -0.415 4.544 -2.095
H -0.740 6.850 0.836
H -0.638 5.598 2.082
H -2.080 5.719 1.053
H 1.433 6.092 -0.250
H 1.658 4.366 -0.594
H 1.561 4.919 1.078
H -1.366 3.477 1.197
H -0.047 2.415 -1.039
H -1.664 2.667 -1.004
F -3.633 -0.761 -0.608
C -3.093 0.274 0.130
F -3.597 1.417 -0.464
F -3.769 0.182 1.319
C -0.547 -4.865 0.433
N -1.895 -4.318 0.436
C -2.993 -5.239 0.690
C -2.132 -3.007 0.311
O -1.280 -2.140 0.134
H -0.432 -5.595 -0.367
H -0.333 -5.346 1.390
H 0.162 -4.059 0.269
H -2.628 -6.256 0.572
H -3.807 -5.082 -0.018
H -3.385 -5.129 1.703
H -3.195 -2.753 0.420
```

Spin multiplicity: 5
<S²>: 6.05
LUMO level (alpha / beta) in eV: 0.390 / -1.243
Strongest force on any atom in eV/Å: 1.65
Frontier orbital gap (alpha / beta) in eV: 6.933 / 6.643
Charge: 0


Entry 3:
DFT (ωB97M-V/def2-TZVPD) results for a molecular structure, C39H59N8O8P2S2SiZr at a distorted geometry.

Structure (XYZ):
```
120
C39H59N8O8P2S2SiZr ωB97M-V/def2-TZVPD
Zr 0.221 -1.191 0.644
O 1.724 -2.926 1.246
C 1.948 -3.073 2.643
C 1.989 -1.714 3.293
C 2.478 -1.583 4.582
C 2.561 -0.323 5.144
C 2.173 0.774 4.390
C 1.677 0.558 3.124
N 1.573 -0.662 2.576
H 1.250 -3.725 0.913
H 2.912 -3.564 2.797
H 1.165 -3.678 3.103
H 2.796 -2.463 5.126
H 2.932 -0.196 6.152
H 2.228 1.779 4.781
H 1.346 1.382 2.508
N -2.513 -4.917 0.955
C -2.423 -3.646 0.126
C -3.674 -3.432 -0.697
P -0.808 -3.787 -0.783
O -1.103 -4.415 -2.209
O -0.224 -2.383 -1.012
O -0.006 -4.744 0.035
P -2.173 -2.317 1.426
O -3.268 -2.552 2.412
O -1.992 -1.013 0.648
O -0.726 -2.649 1.890
H -3.085 -5.628 0.501
H -2.912 -4.675 1.871
H -1.540 -5.262 1.056
H -3.816 -4.232 -1.427
H -3.595 -2.489 -1.240
H -4.548 -3.365 -0.046
H -1.097 -3.765 -2.926
H -3.558 -1.297 3.593
C 1.515 3.623 -1.388
C 1.305 3.576 0.118
N -0.104 3.369 0.478
C -0.843 4.570 0.884
C -0.885 4.734 2.397
C -0.661 2.150 0.502
C -2.129 2.036 0.761
N 0.045 1.061 0.293
H 2.577 3.713 -1.614
H 0.990 4.476 -1.822
H 1.147 2.716 -1.869
H 1.610 4.519 0.571
H 1.933 2.807 0.575
H -1.848 4.549 0.468
H -0.338 5.420 0.427
H -1.373 3.885 2.878
H -1.430 5.641 2.662
H 0.126 4.819 2.800
H -2.674 2.779 0.181
H -2.343 2.194 1.818
H -2.454 1.041 0.482
H 1.002 1.262 0.025
C -5.915 -1.391 4.703
C -5.041 -0.192 4.528
C -5.399 1.091 4.845
C -4.486 2.098 4.508
N -3.270 1.886 4.053
C -2.866 0.601 3.896
S -1.285 0.151 3.578
N -3.813 -0.390 4.018
H -6.677 -1.197 5.453
H -5.326 -2.256 5.003
H -6.410 -1.634 3.761
H -6.357 1.314 5.289
H -4.773 3.140 4.614
C -3.701 -0.326 -5.796
N -4.291 0.494 -4.754
C -5.283 1.444 -4.958
C -5.563 1.997 -3.765
N -4.735 1.376 -2.847
C -3.949 0.445 -3.443
S -2.811 -0.531 -2.673
H -4.470 -0.927 -6.280
H -2.968 -0.978 -5.329
H -3.209 0.304 -6.535
H -5.696 1.635 -5.932
H -6.268 2.759 -3.491
H -4.690 1.543 -1.858
C 5.245 -1.657 -2.705
C 4.128 -1.913 -1.690
C 4.755 -2.414 -0.380
C 3.177 -2.984 -2.243
Si 3.122 -0.368 -1.317
O 1.927 -0.697 -0.233
C 2.330 0.266 -2.904
C 0.943 0.268 -3.071
C 0.349 0.723 -4.242
C 1.137 1.176 -5.289
C 2.519 1.168 -5.160
C 3.101 0.723 -3.982
C 4.174 0.974 -0.530
C 4.923 1.917 -1.241
C 5.670 2.888 -0.588
C 5.685 2.941 0.799
C 4.956 2.013 1.529
C 4.216 1.042 0.867
H 5.828 -2.572 -2.848
H 5.932 -0.876 -2.366
H 4.850 -1.366 -3.680
H 5.256 -3.373 -0.547
H 3.999 -2.557 0.395
H 5.499 -1.708 -0.001
H 3.711 -3.931 -2.372
H 2.771 -2.690 -3.215
H 2.334 -3.161 -1.571
H 0.295 -0.093 -2.282
H -0.730 0.716 -4.322
H 0.679 1.528 -6.206
H 3.144 1.505 -5.977
H 4.182 0.732 -3.914
H 4.921 1.907 -2.324
H 6.244 3.604 -1.163
H 6.273 3.694 1.308
H 4.968 2.041 2.612
H 3.663 0.310 1.443
```

LUMO level in eV: -1.823
Strongest force on any atom in eV/Å: 2.06
Frontier orbital gap in eV: 7.877
Charge: +1


Entry 4:
DFT (ωB97M-V/def2-TZVPD) results for 8 unconnected molecules or ions with the total composition C39H60BrN2O25P at a distorted geometry.

Structure (XYZ):
```
128
C39H60BrN2O25P ωB97M-V/def2-TZVPD
C -2.479 -1.483 -2.276
C -2.079 -1.317 -3.404
C -1.401 -0.672 -4.541
N -2.056 0.239 -5.210
N -1.420 0.818 -6.196
C -2.273 1.823 -6.914
C -2.894 2.825 -5.898
C -4.303 2.479 -5.385
C -4.983 1.262 -5.549
C -6.259 1.051 -4.995
C -6.917 2.050 -4.259
C -6.263 3.296 -4.113
C -4.986 3.495 -4.661
C -0.181 0.652 -6.642
O 0.376 1.333 -7.657
C 0.944 2.621 -7.281
C 1.060 2.892 -5.767
C 1.831 4.233 -5.478
C 0.634 -0.355 -5.988
P 2.376 -0.763 -6.537
O 3.010 0.523 -7.408
Br 3.741 -0.876 -4.745
C -0.025 -1.009 -4.899
C 0.699 -2.075 -4.047
O 0.853 -3.231 -4.439
O 1.128 -1.604 -2.972
H -2.977 -1.664 -1.332
H -1.700 2.402 -7.650
H -3.043 1.250 -7.467
H -2.225 2.881 -5.010
H -2.941 3.863 -6.287
H -4.485 0.444 -6.090
H -6.789 0.091 -5.094
H -7.899 1.918 -3.790
H -6.712 4.124 -3.544
H -4.514 4.475 -4.504
H 1.957 2.717 -7.720
H 0.347 3.419 -7.778
H 1.634 2.112 -5.226
H 0.061 3.033 -5.299
H 1.341 5.109 -5.939
H 1.780 4.360 -4.378
H 2.898 4.129 -5.743
H 3.592 0.986 -6.780
C -3.724 -2.298 3.310
O -2.333 -2.096 3.559
C -1.580 -2.024 2.451
O -1.977 -2.111 1.319
O -0.315 -1.835 2.818
C 0.600 -1.742 1.725
H -4.229 -2.338 4.273
H -4.136 -1.468 2.736
H -3.890 -3.242 2.792
H 0.354 -0.893 1.089
H 0.603 -2.666 1.150
H 1.595 -1.586 2.138
C 2.812 9.768 -4.466
O 2.971 8.717 -5.420
C 2.413 8.966 -6.607
O 1.816 9.964 -6.912
O 2.634 7.911 -7.398
C 2.089 8.039 -8.711
H 3.304 9.451 -3.549
H 3.288 10.682 -4.819
H 1.758 9.941 -4.256
H 2.535 8.885 -9.233
H 1.005 8.143 -8.670
H 2.331 7.128 -9.253
C 5.105 -1.277 0.748
O 4.824 -1.576 2.112
C 5.885 -1.647 2.913
O 7.032 -1.483 2.586
O 5.456 -1.932 4.144
C 6.496 -2.041 5.117
H 4.149 -1.258 0.228
H 5.577 -0.300 0.647
H 5.727 -2.052 0.302
H 7.034 -1.098 5.213
H 7.182 -2.849 4.860
H 6.026 -2.274 6.070
C -8.403 2.567 3.989
O -7.729 1.785 4.978
C -6.399 1.847 4.912
O -5.769 2.489 4.115
O -5.878 1.080 5.885
C -4.449 1.079 5.900
H -9.471 2.435 4.144
H -8.160 3.623 4.104
H -8.149 2.221 2.988
H -4.063 2.083 6.074
H -4.056 0.674 4.967
H -4.127 0.439 6.718
C -7.786 -0.801 6.295
O -8.618 -1.969 6.264
C -7.955 -3.114 6.411
O -6.765 -3.230 6.559
O -8.839 -4.115 6.364
C -8.262 -5.413 6.509
H -8.426 0.060 6.166
H -7.279 -0.718 7.256
H -7.067 -0.826 5.483
H -7.771 -5.510 7.477
H -7.559 -5.614 5.701
H -9.073 -6.136 6.455
C 12.170 -6.087 5.694
O 10.978 -5.529 5.142
C 11.186 -4.474 4.346
O 12.254 -3.991 4.080
O 10.001 -4.053 3.901
C 10.067 -2.920 3.031
H 11.876 -6.929 6.316
H 12.827 -6.449 4.904
H 12.685 -5.356 6.316
H 10.641 -3.155 2.135
H 10.498 -2.062 3.547
H 9.050 -2.671 2.736
C -0.369 -3.627 5.401
O 0.734 -4.200 6.112
C 1.578 -4.886 5.341
O 1.480 -5.047 4.153
O 2.556 -5.363 6.118
C 3.539 -6.123 5.417
H -0.987 -3.095 6.121
H -0.020 -2.917 4.656
H -0.973 -4.406 4.936
H 4.040 -5.507 4.670
H 3.089 -6.999 4.951
H 4.275 -6.455 6.147
```

LUMO level in eV: -1.137
Strongest force on any atom in eV/Å: 4.03
Frontier orbital gap in eV: 7.136
Charge: 0


- Which of these has the lowest strongest force on any atom?
  C39H57CoF3N5OP2Si2